Record 1
C4H13N3 | ωB97M-V/def2-TZVPD

- LUMO: 1.057 eV
- Relative energy (zero: lowest compared OMol25 entry of this formula, charge and spin): 20.87 kcal/mol
- SMILES: NCC[C@@H](N)CN
- Max |F|: 2.4 eV Å⁻¹
- Electronic energy: -8828.5075 eV
- Orbital gap: 9.8 eV

Last columns: bonded neighbours and bond lengths (Å).
CARTESIAN COORDINATES (ANGSTROEM)
1 N -1.56 -2.00 0.48  C2 1.508, H8 1.017, H9 1.018
2 C -0.71 -1.34 1.54  N1 1.508, C3 1.497, H10 1.089, H11 1.094
3 C 0.51 -0.73 0.93  C2 1.497, C4 1.566, H12 1.099, H13 1.090
4 C 0.19 0.31 -0.20  C3 1.566, N5 1.431, C6 1.507, H14 1.105
5 N -0.88 1.20 0.12  C4 1.431, H15 0.988, H16 1.008
6 C 1.42 0.99 -0.73  C4 1.507, N7 1.523, H17 1.084, H18 1.096
7 N 1.19 1.63 -2.09  C6 1.523, H19 1.006, H20 1.014
8 H -0.91 -2.33 -0.24  N1 1.017
9 H -1.98 -2.84 0.88  N1 1.018
10 H -1.39 -0.68 2.07  C2 1.089
11 H -0.44 -2.13 2.25  C2 1.094
12 H 1.04 -1.52 0.37  C3 1.099
13 H 1.20 -0.29 1.65  C3 1.090
14 H -0.11 -0.25 -1.11  C4 1.105
15 H -0.70 2.13 0.42  N5 0.988
16 H -1.80 0.80 0.25  N5 1.008
17 H 2.31 0.38 -0.84  C6 1.084
18 H 1.69 1.85 -0.11  C6 1.096
19 H 0.39 1.14 -2.46  N7 1.006
20 H 0.89 2.57 -1.87  N7 1.014


Record 2
C4H13N3 | ωB97M-V/def2-TZVPD

- LUMO: 0.914 eV
- Relative energy (zero: lowest compared OMol25 entry of this formula, charge and spin): 66.53 kcal/mol
- SMILES: NCCCNCN
- Max |F|: 4.4 eV Å⁻¹
- Electronic energy: -8826.5275 eV
- Orbital gap: 9.6 eV

Last columns: bonded neighbours and bond lengths (Å).
CARTESIAN COORDINATES (ANGSTROEM)
1 N -1.31 -0.85 2.59  C2 1.667, H8 1.065, H9 1.066
2 C -1.12 0.18 1.29  N1 1.667, C3 1.479, H10 1.246, H11 1.095
3 C -1.39 -0.53 0.03  C2 1.479, C4 1.663, H12 1.144, H13 1.086
4 C 0.04 -1.28 -0.36  C3 1.663, N5 1.451, H14 1.088, H15 1.089
5 N 1.15 -0.39 -0.63  C4 1.451, C6 1.541, H16 1.028
6 C 0.72 0.92 -1.32  N5 1.541, N7 1.387, H17 1.097, H18 1.085
7 N 1.83 1.63 -1.76  C6 1.387, H19 1.042, H20 0.999
8 H -0.27 -1.02 2.73  N1 1.065
9 H -1.54 -0.10 3.30  N1 1.066
10 H 0.03 0.64 1.45  C2 1.246
11 H -1.65 1.14 1.34  C2 1.095
12 H -1.66 0.25 -0.77  C3 1.144
13 H -2.20 -1.22 0.26  C3 1.086
14 H 0.43 -1.99 0.37  C4 1.088
15 H -0.29 -1.94 -1.16  C4 1.089
16 H 1.46 0.06 0.25  N5 1.028
17 H 0.13 1.56 -0.65  C6 1.097
18 H 0.08 0.77 -2.17  C6 1.085
19 H 1.54 2.33 -2.47  N7 1.042
20 H 2.65 1.06 -1.77  N7 0.999


Record 3
C4H13N3 | ωB97M-V/def2-TZVPD

- LUMO: 1.131 eV
- Relative energy (zero: lowest compared OMol25 entry of this formula, charge and spin): 31.88 kcal/mol
- SMILES: CNCCNCN
- Max |F|: 2.1 eV Å⁻¹
- Electronic energy: -8828.0300 eV
- Orbital gap: 9.7 eV

Last columns: bonded neighbours and bond lengths (Å).
CARTESIAN COORDINATES (ANGSTROEM)
1 C -2.42 0.05 -1.98  N2 1.475, H8 1.103, H9 1.088, H10 1.088
2 N -1.64 0.26 -0.74  C1 1.475, C3 1.461, H11 1.013
3 C -1.27 -1.00 -0.12  N2 1.461, C4 1.542, H12 1.095, H13 1.089
4 C 0.26 -1.03 0.10  C3 1.542, N5 1.443, H14 1.100, H15 1.098
5 N 0.61 -0.02 1.07  C4 1.443, C6 1.444, H16 1.012
6 C 1.99 0.30 1.32  N5 1.444, N7 1.456, H17 1.093, H18 1.102
7 N 2.48 1.48 0.63  C6 1.456, H19 1.015, H20 1.001
8 H -3.06 -0.84 -1.86  C1 1.103
9 H -1.76 -0.19 -2.80  C1 1.088
10 H -3.15 0.79 -2.31  C1 1.088
11 H -2.28 0.82 -0.18  N2 1.013
12 H -1.71 -1.06 0.89  C3 1.095
13 H -1.57 -1.88 -0.68  C3 1.089
14 H 0.73 -0.95 -0.89  C4 1.100
15 H 0.45 -2.03 0.51  C4 1.098
16 H 0.04 0.79 0.87  N5 1.012
17 H 2.49 -0.67 1.30  C6 1.093
18 H 2.07 0.49 2.41  C6 1.102
19 H 2.09 1.46 -0.31  N7 1.015
20 H 3.47 1.45 0.48  N7 1.001


Record 4
C4H13N3 | ωB97M-V/def2-TZVPD

- LUMO: 0.927 eV
- Relative energy (zero: lowest compared OMol25 entry of this formula, charge and spin): 103.71 kcal/mol
- Max |F|: 5.1 eV Å⁻¹
- Electronic energy: -8824.9154 eV
- Orbital gap: 8.5 eV

Last columns: bonded neighbours and bond lengths (Å).
CARTESIAN COORDINATES (ANGSTROEM)
1 C -1.88 -1.43 -0.76  N5 1.340, H8 1.040, H10 1.049
2 C 1.60 0.05 1.11  N6 1.449, H11 1.106, H12 1.104, H13 1.118
3 C 1.67 -0.85 -1.16  N6 1.425, H14 1.078, H15 1.139, H16 1.046
4 C -1.49 1.89 0.52  N7 1.454, H17 1.083, H18 1.219, H19 1.019
5 N -1.50 -0.35 -0.06  C1 1.340, N7 1.302, H20 1.009
6 N 1.52 0.29 -0.31  C2 1.449, C3 1.425, H9 1.034
7 N -1.46 0.87 -0.52  C4 1.454, N5 1.302
8 H -1.66 -2.38 -0.40  C1 1.040
9 H 0.62 0.78 -0.45  N6 1.034
10 H -2.35 -1.29 -1.69  C1 1.049
11 H 0.72 0.07 1.78  C2 1.106
12 H 2.11 -0.90 1.38  C2 1.104
13 H 2.24 0.84 1.58  C2 1.118
14 H 2.70 -0.82 -1.46  C3 1.078
15 H 1.33 -1.80 -0.63  C3 1.139
16 H 1.22 -0.85 -2.10  C3 1.046
17 H -1.09 1.41 1.41  C4 1.083
18 H -0.71 2.76 0.17  C4 1.219
19 H -2.46 2.14 0.70  C4 1.019
20 H -1.14 -0.43 0.88  N5 1.009